(1)
Computed, not measured: a cluster of 6 separate species, C37H53I2N3O16 in total, with ωB97M-V/def2-TZVPD.

Positions of all 111 atoms, in Å:
C 3.4607 -8.1364 1.1205
C 2.7787 -7.0593 1.4922
C 1.5197 -6.0668 1.8053
C 1.3261 -4.9428 0.6390
N 1.4719 -3.5659 1.0484
C 1.2408 -2.6182 -0.0302
C 1.3350 -1.0592 0.3463
C 1.6789 -0.6645 1.8733
C 3.3009 -0.3900 1.9059
O 3.9831 -1.4436 1.1271
C 1.0982 0.0990 -0.7126
N 1.1434 1.5630 -0.3526
C -0.1446 1.8607 0.4135
C -1.1223 2.8938 -0.3501
C -2.2876 2.2039 -1.2336
C -3.1315 1.0553 -0.4543
C 0.8001 -0.3835 -2.2251
C 0.7111 -1.9254 -2.5896
C 0.3973 -2.2938 -4.1168
I 1.9458 -1.7058 -5.5830
C -0.7794 -2.9517 -4.6100
C -0.9842 -3.2341 -6.1826
I -2.3391 -3.5476 -3.2190
C 0.9166 -3.0912 -1.4915
N 0.7614 -4.4556 -1.9704
C 0.9588 -5.3369 -0.8418
C 0.7788 -6.9222 -1.1413
C 1.0162 -8.1950 -1.4463
H 3.9200 -9.1041 0.6728
H 1.8326 -5.5063 2.7813
H 0.5475 -6.6363 2.0293
H 1.1267 0.2948 2.2140
H 1.4072 -1.4915 2.6281
H 3.5361 0.6224 1.3989
H 3.7201 -0.4311 2.9880
H 4.4221 -1.0215 0.3469
H 1.1299 2.0539 -1.2710
H -0.6757 0.8843 0.7655
H 0.1832 2.3932 1.4023
H -0.4909 3.5568 -1.0745
H -1.6080 3.6217 0.4064
H -3.0646 3.0282 -1.5187
H -1.8701 1.8009 -2.2353
H -4.1394 0.9471 -1.0324
H -3.3537 1.3258 0.6427
H -2.6070 0.0133 -0.5121
H 0.6261 0.3894 -3.0556
H -0.2990 -4.0482 -6.6182
H -2.0834 -3.5818 -6.3167
H -0.8317 -2.2662 -6.8135
H 0.8581 -9.3107 -1.7252
C -0.9265 1.1169 -5.8664
O -1.5997 2.0424 -6.7180
C -0.8115 2.6075 -7.6530
O 0.3687 2.3939 -7.8111
O -1.5675 3.4521 -8.3812
C -0.8577 4.1271 -9.4181
H -1.6550 0.7245 -5.1542
H -0.5257 0.2807 -6.4454
H -0.1314 1.6163 -5.3062
H -0.4543 3.4111 -10.1387
H -0.0601 4.7462 -8.9996
H -1.5629 4.7784 -9.9374
C 5.1228 -7.5841 3.9812
O 5.0860 -7.3920 5.3958
C 4.4739 -8.3819 6.0725
O 3.9777 -9.3735 5.5882
O 4.5102 -8.0752 7.3846
C 3.8927 -9.0442 8.2293
H 5.6375 -6.7289 3.5396
H 5.6811 -8.4899 3.7296
H 4.1124 -7.6265 3.5717
H 4.4016 -10.0080 8.1468
H 2.8312 -9.1451 7.9887
H 3.9807 -8.6951 9.2596
C -1.2669 3.2296 6.4164
O -0.4236 4.3719 6.2807
C 0.4111 4.3208 5.2244
O 0.4896 3.4170 4.4237
O 1.1427 5.4513 5.2155
C 2.0784 5.5350 4.1413
H -1.8942 3.3792 7.2969
H -1.9166 3.1240 5.5438
H -0.6708 2.3259 6.5669
H 1.5619 5.5212 3.1782
H 2.8079 4.7232 4.2013
H 2.6108 6.4832 4.2326
C -8.0743 1.0857 -3.0591
O -8.8407 0.2464 -2.1972
C -8.2443 -0.0308 -1.0216
O -7.1576 0.3641 -0.6655
O -9.0694 -0.8245 -0.3119
C -8.5627 -1.2012 0.9671
H -8.6499 1.2420 -3.9730
H -7.8967 2.0580 -2.5925
H -7.1291 0.6053 -3.3245
H -8.4046 -0.3200 1.5941
H -7.6369 -1.7727 0.8621
H -9.3075 -1.8374 1.4483
C 1.1632 10.1288 2.6561
O 1.8845 9.0473 2.0686
C 2.1655 9.2143 0.7615
O 1.8628 10.1710 0.0862
O 2.8426 8.1291 0.3383
C 3.2093 8.1682 -1.0397
H 0.9930 9.8863 3.7066
H 1.7445 11.0529 2.6051
H 0.1926 10.2545 2.1694
H 3.8723 9.0141 -1.2384
H 2.3205 8.2157 -1.6741
H 3.7476 7.2471 -1.2693

Output
M in g mol⁻¹: 1049.64
Multiplicity: 1
HOMO-LUMO gap in eV: 6.82
Total charge: 0

---

(2)
Computed, not measured: a cluster of 10 separate species, C37H53N2O31 in total, with ωB97M-V/def2-TZVPD.

Positions of all 123 atoms, in Å:
C 2.4620 3.9891 3.1188
C 2.5523 3.4974 2.0212
C 2.6483 2.8661 0.7055
C 1.3236 2.3308 0.0891
C 0.4016 1.7897 1.1870
C -0.9529 1.2165 0.7167
C -1.3093 -0.0471 1.4891
O -1.5673 0.2688 2.8691
C 0.5476 3.5705 -0.5331
O -0.5197 3.2973 -1.1286
O 1.0258 4.6804 -0.3194
N 1.7581 1.3617 -0.9341
O 1.3772 1.6829 -2.2460
C 1.7340 -0.0505 -0.6412
C 2.6455 -0.5093 0.4919
N 4.0450 -0.7412 0.0356
H 2.4371 4.1667 4.1648
H 3.1064 3.5516 -0.0040
H 3.3552 2.0402 0.8173
H 0.8908 1.0274 1.8030
H 0.1494 2.6014 1.8673
H -1.7414 1.9531 0.8634
H -0.8929 0.9973 -0.3498
H -0.4632 -0.7313 1.4241
H -2.2047 -0.4892 1.0518
H -0.7373 0.1703 3.3418
H 0.6887 1.0715 -2.5460
H 0.7254 -0.4661 -0.4694
H 2.0950 -0.5690 -1.5262
H 2.6883 0.1824 1.3267
H 2.2668 -1.4570 0.8847
H 4.1149 -1.6853 -0.3183
H 4.6358 -0.6774 0.8555
C 4.9140 6.1632 8.0201
C 3.7298 5.3032 8.4195
O 3.3314 4.7380 7.1738
C 4.4010 4.7474 6.3314
O 4.4371 4.2057 5.2824
O 5.4155 5.4779 6.8742
H 5.6799 6.2271 8.7891
H 4.6152 7.1712 7.7257
H 4.0122 4.4965 9.0995
H 2.9123 5.8701 8.8574
C 3.7671 -0.8582 -5.9512
C 2.8290 0.1662 -5.3558
O 2.5683 -0.3818 -4.0657
C 3.5884 -1.1880 -3.7277
O 3.7207 -1.6530 -2.6421
O 4.4210 -1.3891 -4.7861
H 4.4867 -0.4255 -6.6350
H 3.2346 -1.6692 -6.4549
H 3.2955 1.1430 -5.2469
H 1.9033 0.2709 -5.9176
C -1.4015 -4.6423 3.1130
C -2.7576 -4.0393 2.8033
O -2.4287 -3.0597 1.8128
C -1.2669 -3.4174 1.2218
O -0.8101 -2.9060 0.2534
O -0.6893 -4.4510 1.8865
H -1.4438 -5.6993 3.3640
H -0.8815 -4.1044 3.9074
H -3.4434 -4.7665 2.3586
H -3.2367 -3.5762 3.6636
C -7.4951 -1.2350 4.4490
C -6.5291 -0.8282 3.3558
O -5.3026 -1.4184 3.8045
C -5.6000 -2.4448 4.6190
O -4.8014 -3.2376 5.0156
O -6.9158 -2.4626 4.9217
H -8.5034 -1.4010 4.0838
H -7.5200 -0.5196 5.2725
H -6.7910 -1.2603 2.3886
H -6.4194 0.2471 3.2489
C -1.9954 2.9822 -6.0734
C -1.3684 2.3800 -4.8398
O -1.0017 1.0589 -5.3227
C -0.8668 1.1252 -6.6641
O -0.4133 0.2582 -7.3508
O -1.3191 2.3019 -7.1387
H -1.8381 4.0550 -6.1454
H -3.0619 2.7696 -6.1429
H -0.4682 2.9054 -4.5193
H -2.0522 2.3204 -4.0053
C -9.8130 -5.8832 2.6329
C -8.4244 -5.3047 2.4351
O -8.6988 -3.9042 2.3266
C -9.8737 -3.6510 2.9472
O -10.2807 -2.5592 3.1820
O -10.5049 -4.8010 3.2666
H -9.8281 -6.7649 3.2673
H -10.3093 -6.1109 1.6883
H -7.7742 -5.4684 3.2958
H -7.9289 -5.6653 1.5380
C 5.7412 2.1251 -10.2825
C 6.5881 0.9853 -9.7487
O 6.4103 1.1124 -8.3370
C 5.2411 1.7638 -8.1108
O 4.7267 1.8755 -7.0492
O 4.7447 2.2613 -9.2693
H 5.2789 1.9082 -11.2418
H 6.2990 3.0605 -10.3555
H 6.2177 0.0081 -10.0637
H 7.6402 1.0695 -10.0074
C -5.1897 0.2594 -1.5285
C -3.7697 -0.1118 -1.9033
O -3.6130 0.5498 -3.1662
C -4.4855 1.5769 -3.2146
O -4.4849 2.4271 -4.0478
O -5.3614 1.5173 -2.1857
H -5.3363 0.3663 -0.4568
H -5.9246 -0.4457 -1.9244
H -3.0311 0.2856 -1.2054
H -3.6219 -1.1832 -2.0072
C 6.8324 -2.0543 3.7479
C 6.6518 -3.5504 3.9246
O 5.2342 -3.6992 3.8398
C 4.7355 -2.6408 3.1413
O 3.6238 -2.5454 2.7508
O 5.7013 -1.7071 2.9538
H 7.7521 -1.7865 3.2347
H 6.7785 -1.5124 4.6941
H 7.1150 -4.1230 3.1187
H 7.0152 -3.9192 4.8806

Output
M in g mol⁻¹: 1021.81
Multiplicity: 1
HOMO-LUMO gap in eV: 5.21
Total charge: -1

---

(3)
Computed, not measured: a structure of composition C37H55Cl39INO6PS2, with ωB97M-V/def2-TZVPD.

Positions of all 142 atoms, in Å:
C 2.0090 -4.0000 1.3755
C 1.9120 -4.6901 -0.0034
P 1.5247 -3.4990 -1.3816
C 0.4045 -4.3505 -2.6228
N 0.6017 -2.0764 -0.7072
C -0.5762 -2.2086 -0.0321
S -1.2291 -3.8673 0.1310
C -1.2380 -1.1379 0.4833
C -2.5688 -1.1782 1.2217
C -2.7060 -2.1936 2.4068
C -3.8042 -3.2436 2.1078
C -5.1653 -2.9768 2.8165
S -5.5634 -1.2534 3.0789
O -6.9673 -1.2165 3.3866
O -4.8427 -0.6658 4.1636
O -5.3964 -0.4153 1.7318
C -0.6702 0.1444 0.3000
C -1.3643 1.3841 0.8525
C -1.0744 1.5863 2.3694
C 0.2847 2.2293 2.6413
O 0.2522 3.5791 2.2314
C 1.5405 4.1586 2.0543
C 0.5262 0.2830 -0.4010
C 1.1131 1.6611 -0.6268
C 0.7542 2.1804 -2.0512
C -0.7309 2.5170 -2.0952
O -1.2292 2.7063 -3.4228
C -2.6043 2.6076 -3.4146
C -3.4410 3.0634 -2.2191
O -3.1720 2.1129 -4.3654
C 1.1584 -0.8623 -0.9194
C 2.4389 -0.7300 -1.7199
C 2.2146 -0.9225 -3.2366
C 3.5858 -0.9136 -3.9548
I 4.1408 1.1764 -4.2102
H 1.0445 -4.0405 1.8938
H 2.7227 -4.5753 1.9753
H 2.4164 -2.9874 1.3258
H 2.9144 -5.0618 -0.2451
H 1.1893 -5.5109 -0.0257
H -0.4675 -3.7067 -2.7881
H 0.0168 -5.2406 -2.1122
H 0.9270 -4.5882 -3.5400
H -2.0664 -3.9500 -0.9305
H -3.3318 -1.4048 0.4638
H -2.8460 -0.2057 1.6196
H -2.8453 -1.6837 3.3624
H -1.7591 -2.7354 2.4864
H -3.4366 -4.2057 2.4932
H -3.9986 -3.4071 1.0467
H -5.9526 -3.3614 2.1577
H -5.2755 -3.5431 3.7440
H -6.2944 -0.2475 1.3850
H -1.1266 2.2962 0.3117
H -2.4368 1.2138 0.7111
H -1.1413 0.6333 2.9084
H -1.8390 2.2673 2.7624
H 1.0843 1.6269 2.1857
H 0.4429 2.1894 3.7344
H 1.4057 5.0237 1.3974
H 2.1663 3.4485 1.4913
H 2.0256 4.4345 2.9886
H 0.7367 2.3930 0.0907
H 2.2018 1.6699 -0.5182
H 1.4109 3.0017 -2.3562
H 0.9287 1.3671 -2.7606
H -1.2564 1.6494 -1.6718
H -0.8989 3.3943 -1.4540
H -3.5945 2.1685 -1.5987
H -2.9468 3.8036 -1.5825
H -4.4159 3.4415 -2.5075
H 3.2100 -1.4188 -1.3696
H 2.8670 0.2693 -1.6116
H 1.7399 -1.8804 -3.4829
H 1.6221 -0.1215 -3.6824
H 4.3466 -1.3269 -3.2938
H 3.5475 -1.3757 -4.9381
C 0.8544 6.8984 5.5331
Cl 2.5772 7.2750 5.4412
Cl 0.4388 5.6173 4.3893
Cl 0.4027 6.4408 7.1746
H 0.2982 7.7871 5.2631
C 0.8873 -4.7303 5.4278
Cl -0.2433 -5.9211 6.0669
Cl 2.3650 -5.5068 4.8618
Cl 0.1292 -3.7995 4.1242
H 1.1477 -4.0433 6.2239
C -4.5288 -7.4278 2.9385
Cl -6.0550 -6.5609 3.1237
Cl -3.3957 -6.4840 1.9566
Cl -3.8248 -7.7963 4.5087
H -4.7268 -8.3600 2.4248
C 4.1743 0.6882 2.2660
Cl 3.1433 1.5364 3.3963
Cl 3.1591 -0.4240 1.3327
Cl 5.0149 1.8149 1.2020
H 4.9162 0.1193 2.8126
C 4.5577 -5.1116 -4.5190
Cl 5.8450 -3.9314 -4.7202
Cl 5.2142 -6.6884 -4.0861
Cl 3.3919 -4.5572 -3.2912
H 4.0343 -5.2082 -5.4639
C 5.1809 5.1278 -2.8777
Cl 4.1537 4.4857 -4.1631
Cl 5.5378 3.8796 -1.6791
Cl 6.6706 5.7883 -3.5496
H 4.6451 5.9289 -2.3839
C 4.0417 -6.3567 8.7636
Cl 2.5027 -5.7561 8.1355
Cl 5.3441 -6.0470 7.6126
Cl 4.4042 -5.6301 10.3272
H 3.9550 -7.4273 8.8979
C 6.7152 4.7281 -7.6312
Cl 5.6881 3.4560 -6.9645
Cl 8.2210 4.0508 -8.2538
Cl 5.8620 5.6155 -8.8935
H 6.9577 5.4193 -6.8332
C -7.8321 2.6859 0.7410
Cl -8.4350 1.0203 0.6680
Cl -8.9162 3.7001 1.6835
Cl -6.2011 2.7120 1.4133
H -7.7906 3.0762 -0.2691
C 5.9729 -4.0380 -8.7242
Cl 5.3951 -5.6785 -9.0189
Cl 4.8507 -3.1674 -7.6696
Cl 7.5922 -4.0621 -8.0278
H 6.0183 -3.5169 -9.6719
C -6.4199 1.0497 6.7885
Cl -5.4111 0.4008 8.0874
Cl -8.1210 0.6869 7.0806
Cl -6.1741 2.7910 6.6188
H -6.1247 0.5728 5.8610
C 2.8469 8.0749 -6.7879
Cl 1.8171 7.4517 -8.0766
Cl 3.2168 6.7996 -5.6161
Cl 4.3309 8.7617 -7.4487
H 2.3098 8.8627 -6.2752
C -7.1455 4.9129 -1.3521
Cl -7.5470 3.2552 -1.8201
Cl -8.3759 5.5697 -0.2764
Cl -5.5539 4.9688 -0.5880
H -7.1147 5.5197 -2.2483

Output
M in g mol⁻¹: 2214.53
Multiplicity: 1
HOMO-LUMO gap in eV: 7.75
Total charge: +1